1.
Formula: C31H28Cl3GeHgN6O5
Source: the Open Molecules 2025 dataset
Level of theory: ωB97M-V/def2-TZVPD

Computed properties:
total charge: -1
gap between HOMO and LUMO: 6.878 eV
LUMO: 1.8390 eV
molar mass: 944.16 g/mol
HOMO: -5.039 eV

```
75
Properties=species:S:1:pos:R:3:forces:R:3:lowdin_charge:R:1
Hg 0.43527 0.13876 -0.58514 -0.6 -1.1 0.4 1.19
O 2.66424 2.48147 -3.21293 0.0 -0.1 -0.1 0.00
C 1.98041 1.57195 -2.72989 0.1 -0.1 0.2 -0.53
N 2.13249 1.01133 -1.52899 0.5 0.4 -0.2 -0.09
C 3.21267 1.55304 -0.73662 -0.3 -0.1 -0.2 -0.18
C 2.95066 1.62972 0.75313 -0.1 -0.1 0.0 -0.25
C 3.94153 2.14886 1.58741 0.0 0.0 0.0 -0.03
C 3.68932 2.28288 2.93941 -0.1 0.0 -0.1 -0.08
C 2.45875 1.87347 3.43645 0.1 0.0 0.0 -0.06
C 1.54969 1.32521 2.55165 0.0 0.0 0.1 -0.12
N 1.78557 1.21928 1.24559 0.2 0.2 0.0 0.06
C 0.86541 0.98670 -3.58781 -0.1 0.0 -0.1 -0.19
C 0.81775 1.36214 -4.92474 0.0 0.1 0.0 0.00
C -0.19974 0.87965 -5.72607 -0.1 -0.1 0.1 -0.06
C -1.12593 0.00910 -5.17162 0.0 0.1 0.0 -0.06
C -0.98514 -0.34472 -3.84221 0.0 0.0 0.1 -0.13
N -0.02300 0.13942 -3.05859 0.1 0.1 -0.4 0.05
H 3.43046 2.56513 -1.09516 0.1 0.0 0.1 0.12
H 4.12209 0.95749 -0.90423 0.0 0.1 0.0 0.12
H 4.89234 2.44944 1.16404 0.0 0.0 0.0 0.11
H 4.43412 2.70982 3.59973 0.0 0.0 0.0 0.10
H 2.21833 1.96616 4.48647 0.0 0.0 0.0 0.10
H 0.59637 0.94497 2.90158 0.0 0.0 0.0 0.12
H 1.58204 2.03105 -5.29167 0.0 0.0 0.0 0.11
H -0.27412 1.16735 -6.76708 0.0 0.0 0.0 0.10
H -1.94715 -0.38929 -5.75137 0.0 -0.1 0.0 0.10
H -1.66811 -1.05189 -3.38676 0.0 0.0 0.1 0.10
C -0.24607 -3.61685 0.35277 0.1 0.0 0.2 -0.06
O -0.50379 -2.69538 -0.70954 -0.1 0.0 -0.1 -0.24
C -1.82416 -2.54899 -1.03366 0.1 0.1 0.1 -0.28
C -2.49176 -3.53679 -1.74026 0.0 -0.1 -0.1 -0.01
C -3.83282 -3.38498 -2.05516 0.0 0.0 0.0 -0.09
C -4.50872 -2.24011 -1.65219 0.0 -0.1 0.0 -0.10
C -3.83725 -1.24382 -0.96662 0.2 0.1 0.0 -0.02
C -2.47966 -1.37631 -0.65711 -0.3 -0.4 -0.1 -0.20
N -1.76509 -0.33258 -0.04304 0.1 0.8 0.3 -0.01
N -2.47623 0.30219 0.81009 -0.1 -0.4 -0.2 0.08
C -2.16014 1.49496 1.33848 0.4 0.2 0.1 -0.16
C -1.23813 2.43667 0.74827 -0.2 -0.3 -0.2 -0.38
O -0.56874 2.19709 -0.28103 -0.4 0.7 0.1 -0.10
C -1.17099 3.75711 1.34497 0.0 0.2 0.2 0.00
C -1.90759 4.10153 2.41775 0.1 0.0 -0.2 -0.03
C -2.81486 3.17902 3.03747 -0.1 -0.2 0.1 -0.18
C -3.56402 3.54100 4.16778 0.0 0.0 0.0 -0.05
C -4.42522 2.64876 4.76029 -0.1 0.0 0.1 -0.11
C -4.55396 1.36087 4.22963 0.0 0.0 0.0 -0.10
C -3.82461 0.98186 3.12681 0.0 0.0 0.0 -0.03
C -2.94364 1.88165 2.49838 -0.1 0.0 0.0 -0.11
H 0.79921 -3.90909 0.27184 0.0 0.0 0.0 0.06
H -0.41614 -3.14046 1.32193 0.0 0.0 0.0 0.10
H -0.87953 -4.50170 0.26100 0.0 0.0 -0.1 0.09
H -1.94144 -4.41362 -2.05848 0.0 0.0 0.1 0.13
H -4.34550 -4.15772 -2.61332 0.0 0.0 0.0 0.10
H -5.55963 -2.12222 -1.88478 0.0 0.0 0.0 0.10
H -4.33208 -0.32977 -0.66946 0.0 0.0 0.0 0.11
H -0.47728 4.44988 0.88504 0.0 0.0 0.0 0.11
H -1.82773 5.10005 2.83471 0.0 0.0 0.0 0.11
H -3.45344 4.54337 4.56667 0.0 0.0 0.0 0.10
H -4.99766 2.93579 5.63344 0.0 0.0 0.0 0.09
H -5.23370 0.65752 4.69490 0.0 0.0 0.0 0.10
H -3.91364 -0.01484 2.71885 0.0 0.0 0.0 0.10
Cl 4.03979 -1.57707 -3.08508 -0.1 0.0 0.0 -0.12
Ge 1.99187 -2.50441 -2.46733 0.2 -0.2 -0.3 0.19
Cl 3.26174 -4.57314 -1.59880 -0.4 0.0 -0.2 -0.10
Cl 1.26669 -3.34515 -4.49276 0.2 0.1 0.2 -0.16
N 4.33215 -2.41906 0.13811 -0.2 -0.4 -0.3 0.07
C 3.81722 -2.65171 1.50195 -0.6 0.2 0.4 -0.07
C 2.38362 -2.00311 1.57412 0.3 0.0 -0.2 -0.68
O 1.78698 -2.04980 2.64185 0.0 -0.1 0.0 0.01
O 2.03653 -1.50104 0.46358 0.1 -0.1 0.2 -0.21
H 4.15356 -3.27569 -0.48380 0.2 0.5 0.3 -0.07
H 5.29165 -2.10615 0.05793 0.0 0.0 0.0 0.14
H 3.65536 -1.71247 -0.23661 0.2 0.0 0.0 0.06
H 4.44116 -2.18757 2.26222 0.1 0.0 -0.1 0.12
H 3.72139 -3.71626 1.70364 0.1 0.0 -0.1 0.12
```
Forces are in eV/Å.

=====

2.
Formula: C31H28CsN9O2S2
Source: the Open Molecules 2025 dataset
Level of theory: ωB97M-V/def2-TZVPD

Computed properties:
total charge: -2
gap between HOMO and LUMO: 4.917 eV
LUMO: 3.8288 eV
molar mass: 755.66 g/mol
HOMO: -1.088 eV

```
73
Properties=species:S:1:pos:R:3:forces:R:3:lowdin_charge:R:1
Cs -0.41456 0.48458 0.82039 -0.4 0.2 -1.2 1.00
C 1.20509 1.96154 -6.05097 0.0 0.0 0.0 -0.12
C 1.27443 2.88576 -4.84082 0.0 0.0 0.0 -0.33
N -0.02717 3.18849 -4.28806 0.1 0.0 0.0 -0.06
C -0.62158 2.46217 -3.27424 0.0 -0.1 0.0 -0.87
S -0.01810 0.91728 -2.88013 0.0 0.0 0.0 0.50
N -1.68309 3.09337 -2.79032 -0.1 0.1 0.1 -0.06
N -2.21215 2.57402 -1.66146 0.0 -0.1 -0.1 0.03
C -3.43147 2.89548 -1.40182 0.0 0.0 0.0 -0.31
C -4.30354 3.70688 -2.32423 0.0 0.0 0.0 -0.07
C -4.00855 2.39284 -0.13789 0.0 0.0 0.0 -0.23
C -5.39417 2.25262 0.01453 0.0 0.0 0.0 -0.04
C -5.90082 1.76033 1.20330 0.0 0.0 0.0 -0.09
C -5.02716 1.42570 2.22651 0.0 0.0 0.0 -0.09
C -3.66909 1.60758 1.99777 0.0 0.0 0.1 -0.16
N -3.17550 2.07867 0.86195 0.1 0.0 0.0 0.06
H 2.20339 1.78695 -6.46118 0.0 0.0 0.0 0.06
H 0.57784 2.39823 -6.83120 0.0 0.0 0.0 0.06
H 0.77611 1.00680 -5.75112 0.0 0.0 0.0 0.04
H 1.73364 3.83651 -5.12987 0.0 0.0 0.0 0.10
H 1.90196 2.42951 -4.07172 0.0 0.0 0.0 0.08
H -0.31696 4.15306 -4.27969 0.0 0.0 0.0 0.11
H -3.66358 4.30016 -2.97315 0.0 0.0 0.0 0.05
H -4.97638 4.36232 -1.76663 0.0 0.0 0.0 0.06
H -4.91542 3.06399 -2.96548 0.0 0.0 0.0 0.07
H -6.05757 2.50317 -0.80190 0.0 0.0 0.0 0.09
H -6.97060 1.63457 1.32649 0.0 0.0 0.0 0.09
H -5.37784 1.03656 3.17317 0.0 0.0 0.0 0.09
H -2.93264 1.37430 2.76357 0.0 0.0 0.1 0.09
N 3.35528 -1.60101 -1.64830 0.0 0.1 0.0 0.13
C 2.13746 -1.27457 -1.14133 -0.1 0.1 0.1 -0.22
N 1.21676 -2.10793 -0.81857 0.0 0.1 -0.1 0.14
C 1.47398 -3.46601 -0.94306 -0.1 -0.2 0.0 -0.30
N 0.67277 -4.38199 -0.52747 0.4 0.0 -0.3 0.05
N -0.53977 -4.00883 -0.01757 -0.1 0.1 0.3 0.04
C -0.52085 -3.42627 1.10850 -0.1 0.0 0.1 -0.12
C -1.75771 -3.00371 1.80202 0.1 0.1 0.0 -0.28
C -1.61459 -2.31560 3.00642 0.2 0.1 0.0 -0.04
C -2.74769 -1.82511 3.63247 0.0 0.0 0.0 -0.06
C -3.98115 -2.06372 3.05124 0.0 -0.1 0.0 -0.09
C -4.01878 -2.78118 1.86043 -0.1 0.0 0.0 -0.16
N -2.94500 -3.23861 1.23545 0.0 -0.1 0.0 0.12
C 2.72631 -3.89031 -1.61030 0.0 -0.1 0.1 -0.08
C 3.00599 -5.21933 -1.92091 0.0 0.0 0.0 -0.03
C 4.20765 -5.57380 -2.50614 0.0 0.0 0.0 -0.11
C 5.15232 -4.58988 -2.79411 0.0 0.0 0.0 -0.11
C 4.88934 -3.26477 -2.50966 0.0 0.0 0.0 -0.03
C 3.67249 -2.91357 -1.92370 0.0 -0.1 0.0 -0.18
H 4.03634 -0.86795 -1.75596 0.0 0.0 0.0 0.15
H 1.97865 -0.21117 -1.00859 0.0 0.0 0.0 0.02
H 0.41428 -3.16740 1.61218 0.0 -0.1 0.0 0.13
H -0.62192 -2.08208 3.38847 -0.2 0.0 -0.1 0.09
H -2.65161 -1.24004 4.53942 0.0 0.0 0.0 0.11
H -4.89635 -1.69058 3.48804 -0.1 0.0 0.0 0.09
H -4.97109 -2.98071 1.37685 0.0 0.0 0.0 0.10
H 2.25408 -5.95880 -1.68096 0.0 0.0 0.0 0.10
H 4.41413 -6.61021 -2.73987 0.0 0.0 0.0 0.09
H 6.09665 -4.85993 -3.25075 0.0 0.0 0.0 0.09
H 5.61298 -2.49210 -2.73884 0.0 0.0 0.0 0.11
O -0.30468 1.29871 3.71002 0.2 0.0 0.1 -0.13
C 0.76622 0.66732 3.50607 0.1 0.0 0.2 -0.83
O 0.83084 -0.48164 3.00381 0.3 -0.4 0.6 -0.27
C 2.08251 1.33918 3.86051 0.0 0.0 -0.1 -0.17
C 2.21803 1.76454 5.17684 0.0 0.0 0.1 -0.07
C 3.39479 2.31602 5.66155 0.0 0.0 0.0 -0.14
C 4.45940 2.46340 4.77990 0.0 0.0 0.1 -0.15
C 4.32359 2.08201 3.45935 0.1 0.0 -0.1 -0.17
C 3.14301 1.51743 2.93871 0.0 0.0 0.0 -0.69
S 3.07905 1.17253 1.21842 -0.1 0.0 0.0 0.38
H 1.35962 1.65061 5.82969 0.0 0.0 0.0 0.10
H 3.47829 2.62562 6.69765 0.0 0.0 0.0 0.07
H 5.39821 2.89213 5.11898 0.0 0.0 0.0 0.08
H 5.14566 2.22588 2.76733 0.0 0.0 0.0 0.07
```
Forces are in eV/Å.

=====

3.
Formula: C31H28IN6O3S5Ti
Source: the Open Molecules 2025 dataset
Level of theory: ωB97M-V/def2-TZVPD

Computed properties:
total charge: +1
gap between HOMO and LUMO: 6.786 eV
LUMO: -3.5381 eV
molar mass: 867.71 g/mol
HOMO: -10.324 eV

```
75
Properties=species:S:1:pos:R:3:forces:R:3:lowdin_charge:R:1
Ti 0.49099 -0.66327 -0.51972 0.3 0.2 -0.1 0.50
S 2.56999 -0.81910 0.74622 -0.1 0.0 -0.1 0.77
C 2.02875 -0.98944 2.41178 0.0 0.0 0.1 -0.60
C 3.01825 -1.11278 3.39721 0.0 0.0 0.0 -0.11
C 2.69264 -1.26425 4.73178 0.0 0.0 0.0 -0.07
C 1.36228 -1.31092 5.13631 0.0 0.0 0.0 -0.07
C 0.36852 -1.20188 4.18324 0.0 0.0 0.0 -0.09
C 0.69636 -1.02432 2.83978 0.0 0.0 0.0 -0.49
S -0.66099 -0.93337 1.69449 -0.2 0.0 0.1 1.03
C -1.25843 0.74717 1.94214 0.1 0.0 0.0 -0.33
C -0.18475 1.74721 1.64247 0.0 0.0 0.0 -0.32
C -0.12051 2.91724 2.38015 0.0 0.0 0.0 0.00
C 0.85102 3.85217 2.07415 0.0 0.0 0.0 -0.01
C 1.72724 3.57443 1.04453 0.0 0.0 0.0 0.01
C 1.61522 2.37495 0.36298 0.0 -0.1 0.0 -0.34
C 2.60854 2.06577 -0.71740 -0.1 0.0 0.0 -0.35
S 1.86200 0.94797 -1.91351 -0.1 0.0 0.0 1.00
C 3.22552 -0.03198 -2.45655 0.0 0.0 0.0 -0.53
C 4.50177 0.45399 -2.68127 0.0 0.0 0.0 -0.07
C 5.45615 -0.39398 -3.22644 0.0 0.0 0.0 -0.06
C 5.11581 -1.69534 -3.56553 0.0 0.0 0.0 -0.06
C 3.82826 -2.16867 -3.34925 0.0 0.0 0.0 -0.09
C 2.87503 -1.33728 -2.77873 -0.1 0.0 0.0 -0.64
S 1.22334 -1.88020 -2.45355 0.0 -0.1 0.0 0.74
N 0.67297 1.46775 0.65133 0.0 -0.1 0.0 0.03
H 4.05588 -1.08714 3.08929 0.0 0.0 0.0 0.11
H 3.48337 -1.35446 5.46511 0.0 0.0 0.0 0.11
H 1.10588 -1.44125 6.17845 0.0 0.0 0.0 0.11
H -0.67495 -1.26237 4.46998 0.0 0.0 0.0 0.11
H -1.63004 0.85654 2.95923 0.0 0.0 0.0 0.10
H -2.09968 0.85836 1.25217 0.0 0.0 0.0 0.09
H -0.82955 3.08488 3.17931 0.0 0.0 0.0 0.13
H 0.92350 4.77887 2.62744 0.0 0.0 0.0 0.12
H 2.49924 4.27626 0.76060 0.0 0.0 0.0 0.13
H 3.47677 1.56741 -0.28482 0.0 0.0 0.0 0.08
H 2.91026 2.97944 -1.22597 0.0 0.0 0.0 0.11
H 4.75542 1.47919 -2.44397 0.0 0.0 0.0 0.11
H 6.46040 -0.03125 -3.39670 0.0 0.0 0.0 0.11
H 5.85846 -2.34962 -4.00201 0.0 0.0 0.0 0.11
H 3.56407 -3.18307 -3.62013 0.0 0.0 0.0 0.11
N -6.54945 3.84469 0.15966 0.0 0.0 0.0 0.11
C -5.35886 3.41587 -0.37770 0.0 0.0 0.0 -0.31
C -5.33650 2.69195 -1.57575 0.0 0.0 0.0 -0.02
C -4.14759 2.22269 -2.09367 0.0 0.0 0.0 -0.06
C -2.95881 2.46964 -1.41673 0.1 0.0 0.0 -0.30
C -2.95884 3.20630 -0.23610 0.0 0.0 0.0 -0.07
C -4.14862 3.66903 0.28449 0.0 0.0 0.0 -0.02
S -1.43927 1.90046 -2.07105 -0.1 0.0 -0.1 0.62
O -1.57102 1.66895 -3.47572 0.0 0.0 0.0 -0.26
O -0.40489 2.77408 -1.58305 0.0 0.0 0.0 -0.32
N -1.15474 0.44326 -1.32226 0.2 -0.1 0.1 -0.17
C -1.91287 -0.64818 -1.62819 0.0 -0.1 0.1 -0.47
N -1.30863 -1.73629 -1.10302 0.0 0.1 -0.1 -0.06
C -1.86762 -2.92684 -1.26602 0.0 -0.1 0.1 -0.09
C -3.05990 -3.04492 -1.94849 -0.1 0.0 0.0 -0.02
C -3.60935 -1.87017 -2.44792 0.0 0.1 0.0 -0.07
N -3.05381 -0.66957 -2.29847 0.0 0.0 0.0 0.17
H -7.34810 3.88468 -0.44979 0.0 0.0 0.0 0.10
H -6.51252 4.57864 0.84564 0.0 0.0 0.0 0.10
H -6.26421 2.50695 -2.10355 0.0 0.0 0.0 0.12
H -4.12282 1.66863 -3.02066 0.0 0.0 0.0 0.11
H -2.01953 3.44079 0.24804 0.0 0.0 0.0 0.10
H -4.15364 4.25168 1.19808 0.0 0.0 0.0 0.11
H -1.35637 -3.77857 -0.83490 0.0 0.0 0.0 0.09
H -3.54067 -4.00032 -2.08806 0.0 0.0 0.0 0.11
H -4.54457 -1.88941 -2.99627 0.0 0.0 0.0 0.12
N 1.74836 -4.50547 -0.49898 0.0 0.0 0.0 0.22
C 1.10363 -3.95789 0.52941 0.2 0.0 0.0 -0.66
O 0.60300 -2.83170 0.48684 -0.3 -0.1 -0.2 -0.27
C 0.99205 -4.75817 1.79626 0.0 0.0 0.0 -0.52
I -1.03143 -5.39739 2.02225 0.0 0.0 0.0 0.87
H 1.84726 -3.95148 -1.34255 0.0 0.0 0.0 0.04
H 2.18204 -5.40871 -0.42948 0.0 0.0 0.0 0.12
H 1.62154 -5.64179 1.80916 0.0 0.0 0.0 0.05
H 1.21174 -4.11511 2.64398 0.0 0.0 0.0 0.05
```
Forces are in eV/Å.

=====

Energy above the lowest of the compared OMol25 structures with the same formula, charge and spin readings, ordered: 31.3; 23.4; 0.0 kcal/mol
Calculated total energy readings, ordered: -150043.5177; -72327.8997; -133076.8325 eV